No. 1
Molecular formula: C14H39BrNO10
Method: DFT, ωB97M-V/def2-TZVPD

Last column: Löwdin charge in e.
Positions of all 65 atoms, in Å:
1 C -0.141 1.083 1.226  -0.094
2 C -0.272 1.163 -0.310  -0.206
3 C 1.076 1.055 -1.054  -0.197
4 N 1.170 -0.159 -1.843  -0.137
5 C 2.223 -0.082 -2.851  -0.141
6 C 1.905 0.984 -3.933  -0.709
7 O 1.306 0.562 -4.962  -0.077
8 O 2.285 2.134 -3.705  -0.047
9 C 1.194 -1.353 -1.022  -0.175
10 C 2.515 -2.100 -0.888  -0.745
11 O 2.622 -3.228 -1.218  0.024
12 Br 4.080 -1.220 -0.092  0.743
13 H -1.008 0.563 1.623  0.042
14 H -0.163 2.095 1.612  0.052
15 H 0.766 0.570 1.521  0.059
16 H -0.793 2.076 -0.569  0.090
17 H -0.857 0.320 -0.660  0.097
18 H 1.885 1.086 -0.313  0.102
19 H 1.201 1.937 -1.665  0.107
20 H 2.335 -1.015 -3.386  0.112
21 H 3.173 0.227 -2.410  0.081
22 H 0.872 -1.151 -0.004  0.113
23 H 0.481 -2.068 -1.414  0.129
24 C -2.971 -1.339 2.844  -0.137
25 O -3.265 -0.313 1.902  -0.151
26 H -2.211 -1.983 2.410  0.081
27 H -2.587 -0.911 3.773  0.081
28 H -3.863 -1.935 3.057  0.076
29 H -3.939 0.261 2.283  0.071
30 C 4.713 -5.216 0.847  -0.165
31 O 3.395 -4.802 1.196  -0.139
32 H 5.126 -5.800 1.667  0.076
33 H 4.692 -5.835 -0.055  0.079
34 H 5.347 -4.347 0.677  0.059
35 H 3.070 -4.267 0.463  0.020
36 C 2.315 -2.307 -6.677  -0.194
37 O 1.386 -1.377 -7.192  -0.143
38 H 2.658 -2.936 -7.499  0.063
39 H 3.177 -1.792 -6.240  0.073
40 H 1.853 -2.944 -5.914  0.069
41 H 1.100 -0.831 -6.443  0.032
42 C -2.038 4.646 1.220  -0.152
43 O -1.938 3.785 2.351  -0.137
44 H -1.273 4.361 0.503  0.075
45 H -3.020 4.545 0.754  0.063
46 H -1.876 5.684 1.526  0.073
47 H -2.618 4.048 2.973  0.065
48 C -4.942 2.252 -0.077  -0.132
49 O -3.953 2.199 0.951  -0.152
50 H -5.483 3.190 0.018  0.058
51 H -4.468 2.208 -1.061  0.085
52 H -5.646 1.421 0.030  0.080
53 H -3.477 1.366 0.857  0.042
54 C 6.257 -3.022 3.931  -0.159
55 O 5.744 -2.868 2.617  -0.162
56 H 7.290 -2.682 3.930  0.074
57 H 5.687 -2.421 4.646  0.075
58 H 6.230 -4.072 4.240  0.074
59 H 4.828 -3.169 2.618  0.050
60 C -6.907 3.926 2.471  -0.156
61 O -7.506 4.172 1.202  -0.131
62 H -5.853 4.185 2.410  0.071
63 H -7.379 4.535 3.248  0.074
64 H -6.997 2.868 2.732  0.079
65 H -8.433 3.935 1.271  0.072

Its charge is -1. The calculation puts the maximum force at 1.3 eV Å⁻¹. For the LUMO energy, the calculation gives 0.06984 Eh. The value obtained for the orbital gap is 6.5535 eV. The energy relative to the best compared isomer or geometry (same formula, charge and spin) is 0.0000 eV. The calculation puts the HOMO energy at -4.653 eV.


No. 2
Molecular formula: C14H40AgClN2O8
Method: DFT, ωB97M-V/def2-TZVPD

Last column: Löwdin charge in e.
Positions of all 66 atoms, in Å:
1 Ag 21.685 19.410 21.762  0.668
2 Cl 19.991 17.307 21.537  0.157
3 C 19.997 17.293 17.795  -0.059
4 C 21.289 16.925 16.907  -0.394
5 C 20.993 16.084 15.586  -0.190
6 O 20.853 14.702 15.696  -0.162
7 C 22.084 14.025 15.979  -0.102
8 N 21.840 18.219 16.689  0.024
9 H 19.385 17.888 17.117  0.077
10 H 20.267 17.664 18.783  0.005
11 H 19.306 16.495 18.067  0.056
12 H 22.020 16.356 17.481  0.099
13 H 21.768 16.275 14.843  0.117
14 H 20.079 16.444 15.114  0.131
15 H 22.687 14.239 16.861  0.070
16 H 22.814 14.271 15.208  0.088
17 H 21.937 12.945 15.985  0.094
18 H 22.490 18.405 17.440  0.081
19 H 22.207 18.284 15.751  0.080
20 C 17.754 21.433 22.427  -0.063
21 C 18.985 20.894 21.831  -0.450
22 C 19.310 21.582 20.518  -0.203
23 O 20.526 20.955 20.111  -0.260
24 C 20.759 21.301 18.677  -0.053
25 N 20.210 20.917 22.708  0.007
26 H 17.521 21.140 23.451  0.094
27 H 16.903 21.008 21.896  0.097
28 H 17.717 22.519 22.345  0.090
29 H 18.697 19.869 21.597  0.093
30 H 19.291 22.642 20.768  0.134
31 H 18.523 21.398 19.787  0.140
32 H 20.213 20.693 17.955  0.083
33 H 21.807 21.119 18.440  0.075
34 H 20.745 22.359 18.418  0.093
35 H 19.931 20.729 23.661  0.086
36 H 20.551 21.814 23.023  0.093
37 C 20.056 13.563 20.625  -0.182
38 C 21.180 13.793 19.606  -0.196
39 O 22.187 14.678 19.971  0.023
40 O 19.007 14.505 20.680  0.037
41 H 20.462 13.326 21.608  0.139
42 H 19.550 12.598 20.631  0.138
43 H 20.665 14.149 18.714  0.127
44 H 21.689 12.850 19.404  0.148
45 H 21.922 15.470 19.497  0.065
46 H 19.463 15.314 20.924  -0.080
47 C 17.280 15.030 24.003  -0.252
48 C 17.009 16.558 23.941  -0.169
49 O 17.161 17.177 25.274  -0.082
50 O 16.096 14.433 24.431  -0.059
51 H 17.963 14.660 24.768  0.113
52 H 17.622 14.596 23.063  0.099
53 H 16.078 16.824 23.439  0.119
54 H 17.773 17.047 23.336  0.057
55 H 16.801 16.691 26.019  0.079
56 H 16.273 13.493 24.515  0.092
57 C 21.308 15.398 25.158  -0.239
58 C 22.618 14.785 24.545  -0.231
59 O 23.686 15.522 25.105  -0.060
60 O 20.915 16.740 24.861  -0.079
61 H 21.340 15.255 26.238  0.120
62 H 20.519 14.736 24.802  0.090
63 H 22.515 15.123 23.514  0.101
64 H 22.664 13.699 24.624  0.120
65 H 24.014 15.045 25.870  0.089
66 H 20.605 16.777 23.953  -0.027

Its charge is +1. Its spin multiplicity is 2. The calculation puts the maximum force at 3.5 eV Å⁻¹. For the LUMO energy (alpha / beta), the calculation gives -0.12922 / -0.31566 Eh. The value obtained for the orbital gap (alpha / beta) is 8.2085 / 3.1217 eV. The energy relative to the best compared isomer or geometry (same formula, charge and spin) is 0.0000 eV. The calculation puts the HOMO energy (alpha / beta) at -11.725 / -11.711 eV.


No. 3
Molecular formula: C14H40BMnN2O5
Method: DFT, ωB97M-V/def2-TZVPD

Last column: Löwdin charge in e.
Positions of all 63 atoms, in Å:
1 Mn -16.627 5.819 33.391  0.769
2 C -13.514 3.560 32.169  -0.116
3 C -14.877 3.724 31.484  -0.421
4 O -15.585 4.976 31.652  -0.369
5 H -12.760 4.126 31.622  0.062
6 H -13.192 2.543 31.944  0.057
7 H -13.471 3.960 33.182  0.040
8 H -15.567 2.918 31.737  0.055
9 H -14.778 3.669 30.400  0.080
10 C -20.266 6.907 31.667  -0.134
11 C -19.058 7.774 31.969  -0.428
12 O -17.797 7.030 31.901  -0.349
13 H -20.531 6.106 32.358  0.037
14 H -20.203 6.428 30.690  0.063
15 H -21.076 7.635 31.616  0.050
16 H -19.269 8.210 32.946  0.051
17 H -19.110 8.710 31.412  0.077
18 B -14.832 7.494 33.311  -0.422
19 H -15.108 7.639 32.278  -0.047
20 H -15.703 7.605 33.937  -0.095
21 H -14.409 6.501 33.296  -0.073
22 H -14.116 8.263 33.555  -0.064
23 C -17.957 7.269 39.466  -0.086
24 O -18.006 7.006 38.038  -0.247
25 C -18.038 8.058 36.984  -0.154
26 C -17.384 7.631 35.665  -0.156
27 N -17.532 6.167 35.312  -0.072
28 C -18.939 5.759 35.235  -0.178
29 C -19.205 4.458 34.469  -0.147
30 O -18.172 4.489 33.415  -0.281
31 C -18.487 3.350 32.619  -0.096
32 H -18.889 7.749 39.765  0.068
33 H -17.226 8.076 39.516  0.078
34 H -17.882 6.490 40.224  0.078
35 H -17.500 8.917 37.388  0.110
36 H -19.068 8.412 36.953  0.112
37 H -16.347 7.930 35.816  0.113
38 H -17.736 8.278 34.862  0.124
39 H -17.279 5.882 36.247  0.085
40 H -19.565 6.470 34.696  0.115
41 H -19.480 5.707 36.180  0.117
42 H -20.186 4.407 33.997  0.116
43 H -19.010 3.611 35.126  0.109
44 H -18.196 2.444 33.151  0.075
45 H -17.853 3.286 31.734  0.091
46 H -19.515 3.175 32.301  0.091
47 C -14.722 2.137 35.193  -0.058
48 C -15.895 3.020 35.257  -0.417
49 C -16.391 3.094 36.701  -0.195
50 O -15.314 3.665 37.462  -0.186
51 C -15.552 3.388 38.900  -0.067
52 N -15.544 4.371 34.900  0.058
53 H -14.833 1.249 35.816  0.086
54 H -13.807 2.605 35.557  0.092
55 H -14.529 1.999 34.130  0.075
56 H -16.631 2.669 34.533  0.120
57 H -16.587 2.096 37.092  0.119
58 H -17.339 3.603 36.874  0.110
59 H -16.596 3.640 39.089  0.077
60 H -14.861 4.052 39.419  0.081
61 H -15.357 2.512 39.518  0.078
62 H -14.611 4.381 34.512  0.059
63 H -15.264 4.654 35.828  0.081

Its charge is -1. Its spin multiplicity is 6. The calculation puts the maximum force at 4.7 eV Å⁻¹. For the LUMO energy (alpha / beta), the calculation gives 0.08012 / 0.08006 Eh. The value obtained for the orbital gap (alpha / beta) is 5.1969 / 5.4514 eV. The calculation puts the HOMO energy (alpha / beta) at -3.017 / -3.273 eV.